Entry 1:
Computed, not measured: a molecular structure, BrH6NSi2, with wB97M-V/def2-TZVPD.

Values from the calculation:
Relative energy (zero: lowest compared OMol25 entry of this formula, charge and spin), kJ/mol: 446.1
Kohn-Sham gap (alpha / beta), Eh: 0.36433 / 0.25526
Highest occupied orbital energy (alpha / beta), eV: -10.33 / -7.36

```
10
Properties=species:S:1:pos:R:3:forces:R:3
N -0.87018 -0.20288 0.42230 0.1 0.0 0.6
Si -0.91856 0.94372 -0.87814 -2.0 -1.8 -1.5
Si 0.61254 -1.01907 0.67805 1.1 0.8 1.3
Br 1.82544 -1.16547 -1.09720 0.8 -0.1 -1.0
H -1.38779 0.00448 1.27536 0.1 -0.1 -0.3
H -0.15580 0.28114 -1.90703 0.2 0.2 -0.4
H -0.48734 2.24581 -0.70680 0.7 1.9 0.7
H -2.30426 0.96796 -1.45648 0.2 0.2 0.5
H 2.88684 0.31836 2.54149 -0.4 -0.2 -0.3
H 0.79911 -2.37406 1.12845 -0.7 -0.8 0.5
```
Positions in Å, forces in eV/Å.

Here are the natural (NBO) charges for atoms 1 to 2, given in e: -1.49 1.09

Entry 2:
Computed, not measured: a gas-phase ion, BrHNO2S (charge -1), with wB97M-V/def2-TZVPD.

Values from the calculation:
Relative energy (zero: lowest compared OMol25 entry of this formula, charge and spin), kJ/mol: 81.7
Charge: -1
Kohn-Sham gap, Eh: 0.30787
Highest occupied orbital energy, eV: -4.43

```
6
Properties=species:S:1:pos:R:3:forces:R:3
N -0.26867 0.27373 -0.66814 -1.2 -1.4 -0.6
O 0.19854 1.61216 -0.80025 0.5 1.1 0.2
O -1.28195 1.71944 1.25512 -0.2 0.0 0.6
S -1.42868 1.39367 -0.14439 1.2 0.0 -0.6
Br -3.47494 -0.31637 -0.05214 -0.3 -0.4 0.1
H 0.16743 -0.23149 0.10775 0.0 0.6 0.4
```
Positions in Å, forces in eV/Å.

Here are the natural (NBO) charges for atoms 1 to 2, given in e: -0.55 -0.62